## w
{
  "formula": "C4H7N3O",
  "method": "wB97M-V/def2-TZVPD",
  "symbols": ["C", "C", "C", "N", "C", "O", "N", "N", "H", "H", "H", "H", "H", "H", "H"],
  "positions_angstrom": [[1.78, -1.01, -0.42], [0.37, -0.49, -0.36], [-0.66, -1.40, -0.77], [-1.47, -2.17, -1.09], [0.05, 0.77, 0.02], [1.01, 1.71, 0.33], [-1.22, 1.30, 0.12], [-2.14, 0.72, 1.02], [1.82, -2.02, -0.82], [2.40, -0.38, -1.06], [2.21, -1.03, 0.59], [1.89, 1.31, 0.29], [-1.12, 2.31, 0.27], [-1.87, -0.22, 1.31], [-3.05, 0.60, 0.55]],
  "smiles": "C/C(C#N)=C(\\O)NN",
  "e_homo_ev": -8.41,
  "gap_ev": 8.881
}

## x
{
  "formula": "C4H7N3O",
  "method": "wB97M-V/def2-TZVPD",
  "symbols": ["C", "C", "C", "C", "H", "H", "H", "H", "H", "H", "H", "N", "N", "N", "O"],
  "positions_angstrom": [[0.52, 1.63, -0.03], [0.19, 0.16, -0.37], [2.67, -0.88, -0.01], [-3.15, -0.51, 0.23], [-0.22, 2.35, -0.37], [1.64, 2.21, -0.29], [0.58, 1.48, 1.36], [0.78, -1.67, 0.13], [2.84, -1.98, 0.37], [-4.32, -0.20, 0.22], [-3.27, -1.57, 0.65], [1.20, -0.79, -0.45], [-0.98, -0.51, -0.61], [-2.04, 0.23, -0.61], [3.57, 0.05, -0.20]],
  "e_homo_ev": -8.42,
  "gap_ev": 7.699
}

Most stable pick: w. Distance to second place: 136.8 kcal/mol.

## w
{
  "formula": "C4H7N3O",
  "method": "wB97M-V/def2-TZVPD",
  "symbols": ["C", "N", "C", "C", "C", "N", "N", "O", "H", "H", "H", "H", "H", "H", "H"],
  "positions_angstrom": [[0.98, 0.17, -2.16], [1.40, 0.16, -0.79], [0.56, 0.13, 0.13], [0.81, 0.15, 1.59], [-0.39, 0.16, 2.18], [-1.46, 0.00, 1.28], [-0.89, 0.19, -0.04], [-1.40, -0.80, -0.89], [0.03, 0.66, -2.32], [0.89, -0.86, -2.51], [1.74, 0.68, -2.76], [1.80, 0.16, 2.03], [-0.61, 0.22, 3.25], [-2.24, 0.61, 1.41], [-1.20, -1.65, -0.42]],
  "smiles": "C/N=c1/cc[nH]n1O",
  "e_homo_ev": -8.40,
  "gap_ev": 9.131
}

## x
{
  "formula": "C4H7N3O",
  "method": "wB97M-V/def2-TZVPD",
  "symbols": ["C", "C", "C", "C", "H", "H", "H", "H", "H", "H", "H", "N", "N", "N", "O"],
  "positions_angstrom": [[0.35, -2.04, 1.25], [-0.36, 0.17, 0.47], [-0.63, 1.45, 0.71], [-0.75, 2.10, -0.51], [1.49, -1.56, 0.73], [0.59, -2.78, 2.21], [-0.52, -2.74, 0.64], [-0.65, 1.85, 1.64], [-0.77, 3.21, -0.53], [0.05, 1.23, -2.41], [1.23, -1.00, -1.94], [-0.16, -0.63, 1.39], [-0.69, 1.16, -1.63], [-0.27, -0.04, -0.93], [1.08, -0.38, -1.12]],
  "e_homo_ev": -8.07,
  "gap_ev": 8.528
}

Most stable pick: w. Distance to second place: 84.7 kcal/mol.

## w
{
  "formula": "C4H7N3O",
  "method": "wB97M-V/def2-TZVPD",
  "symbols": ["C", "N", "C", "N", "C", "O", "C", "N", "H", "H", "H", "H", "H", "H", "H"],
  "positions_angstrom": [[1.44, 0.27, -0.78], [1.43, -0.38, 0.54], [-0.78, 0.21, 0.28], [-1.67, -0.04, -0.81], [0.45, 1.01, 0.01], [-1.42, 0.77, 1.40], [0.01, -1.14, 0.66], [-0.21, -2.28, 0.94], [-2.24, 0.28, 1.56], [2.27, -0.78, 0.97], [-1.64, -0.97, -1.20], [-1.80, 0.68, -1.50], [2.38, 0.78, -0.99], [1.10, -0.35, -1.61], [0.68, 1.94, 0.52]],
  "e_homo_ev": [-7.50, -7.50],
  "gap_ev": [7.442, 7.444]
}

## x
{
  "formula": "C4H7N3O",
  "method": "wB97M-V/def2-TZVPD",
  "symbols": ["C", "N", "C", "N", "C", "N", "C", "O", "H", "H", "H", "H", "H", "H", "H"],
  "positions_angstrom": [[-2.99, 0.56, -0.13], [-1.53, 0.03, -0.59], [-1.20, -0.89, 0.29], [0.10, -1.43, 0.16], [0.97, -0.51, -0.03], [2.34, -0.75, -0.17], [0.86, 0.96, 0.39], [1.73, 1.67, -0.05], [-3.42, -0.09, 0.55], [-3.75, 0.88, -0.93], [-2.79, 1.44, 0.75], [-1.68, -1.39, 1.17], [2.80, 0.21, -0.26], [2.61, -1.51, -0.77], [0.17, 1.39, 0.98]],
  "smiles": "C/N=C/N=C(/N)C=O",
  "e_homo_ev": -9.36,
  "gap_ev": 9.503
}

Most stable pick: x. Distance to second place: 35.5 kcal/mol.

## w
{
  "formula": "ClHNO2S",
  "method": "wB97M-V/def2-TZVPD",
  "symbols": ["N", "O", "O", "S", "Cl", "H"],
  "positions_angstrom": [[1.01, -0.48, 0.08], [0.12, 1.85, -0.59], [-1.72, 0.35, 0.18], [-0.54, 0.56, -0.72], [0.52, -2.10, 0.09], [0.61, -0.18, 0.96]],
  "charge": -1,
  "e_homo_ev": -3.84,
  "gap_ev": 7.714
}

## x
{
  "formula": "ClHNO2S",
  "method": "wB97M-V/def2-TZVPD",
  "symbols": ["N", "S", "O", "O", "Cl", "H"],
  "positions_angstrom": [[-0.12, -0.23, 0.65], [-1.50, -0.66, 0.01], [-2.40, -1.61, 0.63], [-1.41, -0.93, -1.99], [-2.72, 1.15, 0.18], [0.30, 0.42, 0.06]],
  "smiles": "N=[S@](=O)([O-])Cl",
  "charge": -1,
  "e_homo_ev": [-4.94, -4.94],
  "gap_ev": [8.569, 8.569]
}

## y
{
  "formula": "ClHNO2S",
  "method": "wB97M-V/def2-TZVPD",
  "symbols": ["N", "O", "O", "S", "Cl", "H"],
  "positions_angstrom": [[0.59, -1.66, 0.63], [1.08, 1.11, 0.33], [-1.31, 1.02, 0.36], [-0.08, 0.43, -0.14], [-0.09, 0.64, -2.40], [-0.19, -1.54, 1.23]],
  "charge": -1,
  "e_homo_ev": [-4.61, -4.44],
  "gap_ev": [7.619, 7.602]
}

Most stable pick: w. Distance to second place: 46.2 kcal/mol.

## w
{
  "formula": "C3H11N2S",
  "method": "wB97M-V/def2-TZVPD",
  "symbols": ["C", "C", "C", "N", "N", "S", "H", "H", "H", "H", "H", "H", "H", "H", "H", "H", "H"],
  "positions_angstrom": [[-0.97, -1.89, 0.51], [-1.21, -0.58, -0.14], [0.23, 0.03, -0.37], [1.05, 0.37, 0.84], [0.14, 1.63, -1.22], [1.18, 2.78, -0.57], [-0.37, -2.62, -0.15], [-2.07, -2.32, 0.58], [-0.47, -1.98, 1.53], [-1.82, -0.91, -1.02], [-1.67, 0.09, 0.44], [0.80, -0.57, -1.12], [1.73, 1.12, 0.46], [0.56, 0.88, 1.60], [1.60, -0.44, 1.16], [-0.79, 1.93, -1.00], [2.06, 2.48, -1.53]],
  "smiles": "CC[C@H]([NH3+])NS",
  "charge": 1,
  "e_homo_ev": -13.65,
  "gap_ev": 10.157
}

## x
{
  "formula": "C3H11N2S",
  "method": "wB97M-V/def2-TZVPD",
  "symbols": ["C", "S", "C", "H", "H", "H", "H", "H", "H", "N", "C", "N", "H", "H", "H", "H", "H"],
  "positions_angstrom": [[-1.53, 1.89, 0.02], [-0.13, 0.80, -0.64], [-0.02, 1.32, -2.38], [-2.32, 1.94, -0.72], [-1.93, 1.37, 0.89], [-1.09, 2.87, 0.21], [0.08, 0.51, -3.12], [0.70, 2.12, -2.61], [-0.97, 1.77, -2.69], [2.00, -1.90, 1.01], [0.86, -2.24, 1.58], [-0.04, -1.33, 1.89], [1.96, -1.08, 0.42], [2.79, -2.52, 0.97], [0.64, -3.30, 1.66], [-0.93, -1.73, 2.16], [-0.05, -0.48, 1.35]],
  "charge": 1,
  "e_homo_ev": -12.40,
  "gap_ev": 8.350
}

Most stable pick: x. Distance to second place: 56.7 kcal/mol.

## w
{
  "formula": "C3H11N2S",
  "method": "wB97M-V/def2-TZVPD",
  "symbols": ["C", "C", "C", "N", "N", "S", "H", "H", "H", "H", "H", "H", "H", "H", "H", "H", "H"],
  "positions_angstrom": [[0.89, -1.06, -0.54], [-1.36, -0.30, -1.23], [0.05, 0.94, 0.60], [0.10, 0.20, 1.73], [0.07, 0.17, -0.71], [1.43, 2.14, 0.70], [1.75, -0.83, 0.11], [0.32, -1.89, 0.02], [1.23, -1.55, -1.55], [-1.64, -1.11, -0.63], [-2.12, 0.48, -1.28], [-1.05, -0.67, -2.16], [-1.16, 1.92, 0.41], [-0.69, -0.51, 1.97], [0.43, 0.70, 2.58], [0.61, 0.77, -1.38], [0.58, 3.22, 0.53]],
  "charge": 1,
  "e_homo_ev": -13.85,
  "gap_ev": 10.376
}

## x
{
  "formula": "C3H11N2S",
  "method": "wB97M-V/def2-TZVPD",
  "symbols": ["C", "C", "N", "N", "C", "S", "H", "H", "H", "H", "H", "H", "H", "H", "H", "H", "H"],
  "positions_angstrom": [[-0.86, -1.37, 0.90], [-0.57, -0.11, 0.08], [-1.01, -0.14, -1.45], [0.72, 0.31, 0.23], [1.05, 1.75, 0.14], [1.92, -1.03, -0.19], [-1.09, -0.86, 1.85], [-1.65, -2.06, 0.64], [0.05, -1.97, 1.10], [-1.27, 0.68, 0.47], [-0.23, -0.62, -2.00], [-1.12, 0.83, -1.71], [-1.78, -0.80, -1.74], [2.19, 2.05, 0.51], [1.15, 2.09, -0.91], [0.48, 2.34, 0.91], [2.01, -1.08, 1.17]],
  "smiles": "C[C@H]([NH3+])N(C)S",
  "charge": 1,
  "e_homo_ev": -13.72,
  "gap_ev": 10.111
}

Most stable pick: x. Distance to second place: 14.3 kcal/mol.